# 1
Molecular formula: C41H44F3N3ORuS3Si
Method: DFT, ωB97M-V/def2-TZVPD

The geometry in XYZ format:
```
97
Properties=species:S:1:pos:R:3:forces:R:3:mulliken_charge:R:1
Ru 0.157 -0.482 -0.323 0.66 -1.04 -2.75 -1.22
S 1.464 -0.098 1.715 -0.07 0.50 0.32 -0.54
C 0.237 1.028 2.224 0.20 -0.09 0.03 0.33
N -0.624 1.493 1.377 -0.61 0.80 0.17 0.99
C -1.520 2.371 1.992 0.28 -0.27 0.03 -1.10
C -2.596 3.020 1.385 -0.03 -0.01 -0.08 -0.21
C -3.369 3.887 2.134 0.01 -0.01 0.02 -0.89
C -3.093 4.114 3.488 0.00 -0.03 -0.06 -0.52
C -2.048 3.459 4.112 0.03 -0.06 -0.03 -0.59
C -1.274 2.582 3.354 -0.01 0.12 0.15 0.92
S 0.079 1.619 3.851 0.08 -0.01 0.14 -0.23
H -2.838 2.817 0.348 0.03 0.06 0.05 0.34
H -4.206 4.391 1.668 0.02 -0.02 0.03 0.42
H -3.708 4.803 4.053 0.01 -0.03 -0.01 0.40
H -1.836 3.617 5.162 -0.02 0.00 -0.04 0.43
F -1.395 -1.283 -5.326 0.05 -0.05 -0.02 -0.23
C -2.467 -0.677 -4.794 0.05 0.13 0.12 0.52
F -3.096 -0.039 -5.794 -0.06 0.01 -0.08 -0.32
F -3.291 -1.634 -4.352 -0.06 -0.11 0.04 -0.20
C -2.078 0.280 -3.701 -0.06 0.09 -0.11 0.05
C -2.450 1.605 -3.755 0.01 0.10 0.02 -0.56
C -2.057 2.484 -2.744 -0.09 -0.09 -0.20 -1.60
C -1.285 1.992 -1.722 0.12 0.07 0.33 -1.02
N -0.947 0.700 -1.664 0.50 0.06 0.85 1.70
C -1.329 -0.162 -2.600 -0.33 -0.10 -0.52 0.25
S -0.807 -1.744 -2.212 0.36 0.13 0.53 -0.71
H -3.043 1.959 -4.588 0.01 -0.01 0.02 0.55
H -2.341 3.527 -2.761 0.03 -0.04 0.00 0.51
H -0.920 2.622 -0.924 -0.14 -0.12 0.00 1.22
C 3.984 2.986 -4.632 -0.04 0.00 0.05 -1.64
C 3.102 2.718 -3.438 -0.01 0.08 0.03 0.40
C 2.534 3.765 -2.718 -0.02 0.06 0.01 -0.81
C 1.750 3.525 -1.591 0.09 0.22 -0.14 0.37
C 1.115 4.662 -0.831 0.03 -0.06 -0.06 -1.88
C 1.543 2.221 -1.194 0.29 -0.32 0.11 -0.08
C 2.073 1.129 -1.909 0.10 0.18 -0.16 -0.05
C 2.866 1.412 -3.033 -0.21 -0.04 0.09 0.02
N 1.785 -0.149 -1.419 -1.50 -0.68 1.10 1.31
C 2.725 -1.312 -1.644 0.08 0.35 0.18 1.25
C 2.263 -2.517 -0.824 0.01 -0.01 0.09 -2.13
C 4.119 -0.925 -1.137 0.00 0.20 -0.05 -1.64
C 2.765 -1.780 -3.112 -0.18 0.08 0.04 -1.63
H 3.936 4.033 -4.931 -0.01 -0.04 0.00 0.39
H 3.692 2.372 -5.485 0.00 0.02 0.02 0.37
H 5.025 2.753 -4.398 -0.02 0.00 -0.01 0.31
H 2.713 4.789 -3.035 0.00 -0.07 0.02 0.38
H 1.806 5.499 -0.720 -0.02 -0.03 0.02 0.56
H 0.792 4.345 0.162 0.02 0.01 -0.03 0.25
H 0.238 5.035 -1.369 0.01 0.00 0.03 0.30
H 0.995 2.023 -0.283 0.04 -0.01 0.06 0.62
H 3.281 0.620 -3.628 0.06 -0.10 -0.03 0.27
H 2.171 -2.294 0.239 -0.01 0.02 0.03 0.31
H 3.016 -3.302 -0.923 0.01 0.03 0.02 0.68
H 1.324 -2.924 -1.191 -0.03 -0.05 0.00 0.43
H 4.090 -0.749 -0.060 0.01 -0.02 -0.02 0.30
H 4.490 -0.018 -1.615 0.02 -0.07 -0.01 0.37
H 4.816 -1.738 -1.346 -0.01 0.01 0.03 0.47
H 1.764 -1.765 -3.546 0.03 -0.02 0.00 0.20
H 3.126 -2.809 -3.128 -0.02 0.02 -0.01 0.49
H 3.433 -1.200 -3.739 0.07 0.04 -0.02 0.48
C -4.113 -1.724 -0.573 -0.13 0.01 0.00 -1.79
C -4.165 -1.608 0.958 -0.07 0.12 0.02 2.63
C -5.208 -2.599 1.497 -0.02 0.06 -0.07 -1.97
C -4.550 -0.167 1.321 -0.15 -0.03 -0.07 -1.49
Si -2.425 -1.985 1.597 -0.13 -0.21 -0.01 -2.12
O -1.330 -1.145 0.748 0.13 0.16 -0.18 2.84
C -2.224 -1.684 3.443 0.11 0.10 0.19 1.25
C -3.261 -1.451 4.353 0.15 0.05 0.06 -0.37
C -3.018 -1.371 5.723 0.04 -0.01 -0.12 -0.88
C -1.728 -1.526 6.212 -0.04 0.01 -0.06 -0.60
C -0.680 -1.750 5.327 -0.03 -0.01 -0.03 -0.65
C -0.930 -1.828 3.964 -0.07 -0.04 -0.02 -0.28
C -2.149 -3.837 1.400 0.30 -0.23 -0.12 0.33
C -2.633 -4.767 2.330 0.05 0.05 -0.09 -0.34
C -2.420 -6.130 2.167 0.00 0.08 -0.03 -0.74
C -1.704 -6.598 1.071 -0.02 0.04 0.00 -0.55
C -1.201 -5.697 0.142 -0.02 0.10 0.03 -0.84
C -1.424 -4.333 0.309 -0.12 -0.08 0.15 0.08
H -5.097 -1.486 -1.001 0.09 -0.04 0.04 0.53
H -3.841 -2.734 -0.898 0.00 0.08 0.02 0.27
H -3.381 -1.029 -0.993 -0.08 -0.04 0.02 -0.06
H -6.207 -2.325 1.131 0.09 -0.01 0.01 0.55
H -5.255 -2.617 2.589 0.01 0.01 -0.06 0.25
H -4.998 -3.617 1.158 -0.01 0.05 0.03 0.39
H -5.519 0.093 0.870 0.10 -0.03 0.03 0.56
H -3.806 0.536 0.943 0.03 0.05 0.00 0.03
H -4.635 -0.007 2.398 0.02 0.00 -0.06 0.23
H -4.277 -1.327 4.002 0.01 -0.03 0.02 0.12
H -3.840 -1.191 6.407 0.02 -0.01 -0.02 0.41
H -1.540 -1.474 7.278 0.00 0.01 -0.03 0.38
H 0.331 -1.867 5.701 -0.04 0.01 -0.03 0.43
H -0.102 -2.004 3.283 -0.04 -0.01 0.06 0.24
H -3.182 -4.418 3.202 0.04 -0.02 -0.03 0.35
H -2.806 -6.831 2.899 0.01 0.03 -0.02 0.42
H -1.540 -7.661 0.943 0.01 0.03 0.01 0.37
H -0.636 -6.056 -0.711 -0.03 0.02 0.02 0.44
H -1.039 -3.632 -0.422 0.01 -0.07 0.03 0.25
```
Forces are in eV/Å.

For the molar mass, the calculation gives 877.2 Da. The calculation puts the relative energy (zero: lowest compared OMol25 entry of this formula, charge and spin) at 18.7 kcal/mol. Its total charge is 0. As for the HOMO energy (alpha / beta): -7.87 / -7.88 eV.


# 2
Molecular formula: C3H11N3
Method: DFT, ωB97M-V/def2-TZVPD

The geometry in XYZ format:
```
17
Properties=species:S:1:pos:R:3:forces:R:3:mulliken_charge:R:1
C 0.111 0.016 2.497 0.48 -0.35 0.07 -0.21
N 0.613 -0.787 1.667 -0.22 0.28 -0.28 -0.41
C 2.053 -0.914 1.617 0.31 -0.40 0.05 -0.81
H -0.959 0.178 2.485 -0.10 0.06 0.13 0.27
H 0.739 0.526 3.239 -0.21 0.17 0.00 0.25
H 2.460 -0.183 0.918 -0.03 0.14 0.06 0.26
H 2.565 -0.829 2.587 -0.19 0.25 -0.04 0.38
H 2.315 -1.884 1.205 -0.04 -0.16 -0.01 0.27
N -0.435 -0.318 -2.622 0.51 0.16 0.29 -0.55
C -0.479 0.634 -1.522 -0.48 -0.62 -0.39 -0.05
N -1.795 1.179 -1.159 -0.25 0.33 -0.64 -0.62
H -0.406 0.097 -3.539 -0.37 -0.10 -0.06 0.20
H -1.072 -1.092 -2.529 -0.08 0.01 -0.19 0.19
H 0.171 1.448 -1.827 0.18 0.19 0.40 0.37
H -0.111 0.120 -0.641 0.28 0.11 0.10 -0.02
H -2.499 0.471 -1.359 0.10 -0.09 0.35 0.22
H -2.043 1.918 -1.815 0.11 0.03 0.15 0.25
```
Forces are in eV/Å.

For the molar mass, the calculation gives 89.1 Da. The SMILES is C=NC.NCN. The calculation puts the relative energy (zero: lowest compared OMol25 entry of this formula, charge and spin) at 37.6 kcal/mol. Its total charge is 0. As for the HOMO energy: -8.81 eV.


# 3
Molecular formula: C3H6N2OS
Method: DFT, ωB97M-V/def2-TZVPD

The geometry in XYZ format:
```
13
Properties=species:S:1:pos:R:3:forces:R:3:mulliken_charge:R:1
C 1.743 -0.229 -0.253 -0.47 -0.66 1.63 -1.18
C 0.566 0.338 0.548 -1.53 -0.99 -0.94 0.29
C -0.309 1.173 -0.330 -0.98 1.94 1.35 -0.10
N -1.569 1.213 -0.459 -0.16 -2.05 0.04 -0.49
S -2.398 -0.253 0.314 0.51 0.12 0.42 0.59
N -1.094 -1.036 1.014 2.17 2.77 -0.03 -0.57
O -2.876 -1.188 -0.704 -0.11 0.43 -0.55 -0.57
H 1.385 -0.395 -1.229 -0.39 -0.74 -1.22 0.39
H 2.144 -1.145 0.202 -0.26 0.19 -0.21 0.31
H 2.589 0.421 -0.396 0.24 0.79 0.49 0.37
H 0.748 0.805 1.533 -0.25 -0.66 -0.43 0.28
H 0.061 2.162 -0.682 0.86 -0.85 -0.14 0.37
H -0.989 -1.866 0.442 0.37 -0.29 -0.41 0.30
```
Forces are in eV/Å.

For the molar mass, the calculation gives 118.2 Da. The SMILES is C/C=C/N=S(=N)=O. The calculation puts the relative energy (zero: lowest compared OMol25 entry of this formula, charge and spin) at 117.5 kcal/mol. Its total charge is 0. As for the HOMO energy (alpha / beta): -9.18 / -9.18 eV.


# 4
Molecular formula: C15H25N5O3
Method: DFT, ωB97M-V/def2-TZVPD

The geometry in XYZ format:
```
48
Properties=species:S:1:pos:R:3:forces:R:3:mulliken_charge:R:1
C -2.741 2.190 0.378 3.54 0.56 1.48 -0.90
N -2.469 1.111 1.325 -2.68 4.71 -1.66 0.01
C -1.465 0.385 1.453 4.02 -4.91 1.18 -0.03
O -1.552 -0.737 2.029 0.77 1.48 -0.68 -0.92
C -0.158 0.950 0.933 1.16 1.63 -0.42 0.89
C 0.688 1.517 2.086 1.87 -0.84 1.37 -1.91
C 0.134 2.647 2.971 -1.44 -1.70 1.32 1.14
C 0.504 4.029 2.522 0.19 0.28 -2.65 -1.33
C 0.351 2.319 4.509 1.51 0.15 -3.59 -1.98
N 0.664 0.031 0.174 0.38 0.24 2.72 0.02
C 0.442 -0.303 -1.053 1.70 -2.32 -3.43 0.11
O -0.456 0.091 -1.745 -1.31 0.64 -0.72 -0.75
C 1.516 -1.368 -1.669 0.85 -0.20 1.52 -0.27
C 1.251 -2.771 -1.057 -0.72 0.18 1.94 -0.86
C -0.248 -3.096 -0.922 0.68 0.91 1.02 0.03
C -1.123 -3.543 -1.848 -0.68 -0.40 -0.96 -0.25
N -2.404 -3.611 -1.341 0.04 0.18 -0.59 -0.74
C -2.292 -3.122 -0.129 -2.71 -1.67 -1.34 -0.23
N -1.082 -2.834 0.199 4.08 2.19 1.89 -0.05
N 1.324 -1.465 -3.089 0.24 0.77 2.53 -0.07
C 2.297 -1.649 -3.949 3.72 -2.43 0.16 0.71
C 1.926 -1.483 -5.334 -0.79 -1.30 -1.49 -1.17
O 3.446 -2.044 -3.658 -1.43 0.82 0.42 -0.68
H -1.868 2.869 0.299 -0.42 -0.52 -0.14 0.29
H -3.439 2.812 0.817 -2.10 0.94 0.37 0.41
H -2.915 1.742 -0.534 -0.92 -0.38 -2.17 0.38
H -3.301 0.738 1.591 -2.60 -1.72 1.41 0.29
H -0.363 1.809 0.259 0.03 -0.74 0.26 0.30
H 1.765 1.722 1.781 -1.38 0.23 -0.27 0.49
H 0.889 0.704 2.806 -0.39 -0.23 -0.39 0.46
H -0.981 2.556 2.958 0.59 0.30 -0.63 0.05
H 0.505 3.964 1.363 -0.24 0.47 1.62 0.26
H -0.272 4.725 2.818 0.10 0.39 0.04 0.35
H 1.503 4.458 2.718 -0.34 -0.58 0.52 0.35
H -0.108 1.420 4.805 -0.14 -1.40 0.14 0.46
H 1.400 2.411 4.679 0.84 -0.46 0.62 0.41
H -0.115 3.062 5.005 -1.48 2.63 1.95 0.59
H 1.516 -0.335 0.548 0.15 0.02 0.68 0.44
H 2.610 -1.104 -1.338 -1.91 -0.12 -1.14 0.34
H 1.791 -2.734 -0.064 -0.87 -0.49 -0.68 0.38
H 1.699 -3.600 -1.615 0.20 0.56 -0.19 0.49
H -0.949 -3.759 -2.907 0.13 -0.17 0.61 0.41
H -3.107 -3.131 0.553 -0.41 0.37 0.50 0.47
H -0.928 -2.183 1.039 0.17 -1.28 -1.42 0.34
H 0.519 -0.992 -3.356 -1.83 0.89 -0.92 0.29
H 0.928 -1.925 -5.496 0.03 1.01 -0.16 0.32
H 2.094 -0.456 -5.499 -0.66 1.47 -0.86 0.28
H 2.572 -2.016 -6.017 0.44 -0.15 0.22 0.35
```
Forces are in eV/Å.

For the molar mass, the calculation gives 323.4 Da. The SMILES is CNC(=O)[C@@H](CC(C)C)NC(=O)[C@@H](Cc1cnc[nH]1)NC(C)=O. The calculation puts the relative energy (zero: lowest compared OMol25 entry of this formula, charge and spin) at 57.5 kcal/mol. Its total charge is 0. As for the HOMO energy: -8.30 eV.


# 5
Molecular formula: C5H6N2O
Method: DFT, ωB97M-V/def2-TZVPD

The geometry in XYZ format:
```
14
Properties=species:S:1:pos:R:3:forces:R:3:mulliken_charge:R:1
C -3.131 -1.283 -0.154 0.42 -0.10 -0.20 0.32
C -2.157 -0.597 0.059 -0.91 -0.42 0.42 -1.00
C -0.999 0.199 0.433 0.00 -0.81 0.28 0.11
C -0.590 1.405 -0.297 -0.41 1.57 -0.41 -0.35
N 0.093 0.168 -0.559 1.04 -0.54 0.36 -0.33
C 1.379 0.027 0.068 -0.67 0.33 -1.24 -0.03
N 2.218 -0.697 -0.535 0.83 0.11 0.73 -0.33
O 3.468 -0.650 0.153 -1.28 0.54 0.15 -0.37
H -3.925 -1.989 -0.412 0.70 0.82 0.29 0.42
H -0.628 0.122 1.466 -0.61 -0.01 -0.35 0.35
H -1.229 1.757 -1.130 0.52 -0.22 0.61 0.24
H -0.080 2.208 0.270 -0.28 -0.57 -0.35 0.25
H 1.603 0.626 0.949 0.14 -0.08 0.22 0.37
H 3.978 -1.296 -0.311 0.50 -0.63 -0.50 0.36
```
Forces are in eV/Å.

For the molar mass, the calculation gives 110.1 Da. The SMILES is C#C[C@@H]1CN1/C=N/O. The calculation puts the relative energy (zero: lowest compared OMol25 entry of this formula, charge and spin) at 111.4 kcal/mol. Its total charge is 0. As for the HOMO energy: -9.65 eV.


# 6
Molecular formula: C3H13NO2S
Method: DFT, ωB97M-V/def2-TZVPD

The geometry in XYZ format:
```
20
Properties=species:S:1:pos:R:3:forces:R:3:mulliken_charge:R:1
C 1.474 -2.496 0.491 0.11 0.04 1.08 -1.40
C 0.432 -1.317 0.504 2.17 -1.18 -1.80 0.32
N 0.412 -0.655 1.764 -1.39 0.14 0.49 -0.48
C -0.922 -1.709 -0.048 -0.53 1.70 1.17 -0.69
S -1.973 -0.154 0.043 -0.36 -1.12 -0.80 -0.25
H 1.826 -3.030 -0.390 -0.92 0.22 -0.62 0.38
H 2.411 -2.047 0.831 -0.09 -0.06 0.43 0.33
H 1.150 -3.244 1.224 0.22 0.00 -0.02 0.32
H 0.874 -0.665 -0.255 -0.25 0.55 0.18 0.12
H 1.218 -0.150 2.086 0.21 -0.21 -0.26 0.22
H -0.013 -1.210 2.498 0.24 0.14 -0.01 0.21
H -1.467 -2.414 0.576 0.28 -0.45 -0.27 0.40
H -0.862 -1.942 -1.099 0.09 -0.54 -0.04 0.37
H -2.820 -0.716 -0.881 0.24 0.72 0.52 0.15
O 0.186 1.649 -1.954 1.30 0.05 -0.05 -0.63
H -0.620 1.954 -2.339 -0.89 0.25 -0.32 0.29
H -0.077 1.080 -1.231 -0.38 -0.15 0.32 0.35
O 1.932 4.079 -0.426 0.14 0.08 0.08 -0.64
H 1.525 3.708 -1.214 -0.16 -0.20 -0.05 0.32
H 2.559 3.406 -0.145 -0.04 0.03 -0.02 0.30
```
Forces are in eV/Å.

For the molar mass, the calculation gives 127.2 Da. The SMILES is C[C@H](N)CS.O.O. The calculation puts the relative energy (zero: lowest compared OMol25 entry of this formula, charge and spin) at 15.0 kcal/mol. Its total charge is 0. As for the HOMO energy: -9.23 eV.


# 7
Molecular formula: C2H6OPS
Method: DFT, ωB97M-V/def2-TZVPD

The geometry in XYZ format:
```
11
Properties=species:S:1:pos:R:3:forces:R:3:mulliken_charge:R:1
C 0.698 2.342 -0.243 1.33 -2.03 2.21 -1.01
C -0.979 -1.474 0.830 -0.05 -1.65 -0.13 -0.81
O 1.633 -1.598 -0.303 0.21 0.05 1.22 -0.62
P 0.301 -0.930 -0.477 0.87 -0.04 1.20 0.41
S -0.228 -0.950 -2.311 -1.48 0.11 -1.75 -0.56
H 1.528 1.792 0.200 -0.15 0.26 -0.42 0.31
H 0.663 2.592 -1.221 0.06 0.29 -3.02 0.27
H 0.164 2.960 0.391 -1.18 0.98 1.37 0.28
H -1.911 -1.694 0.250 0.70 0.05 0.49 0.24
H -0.674 -2.462 1.456 -0.52 2.55 -1.39 0.23
H -1.193 -0.578 1.429 0.21 -0.55 0.24 0.26
```
Forces are in eV/Å.

For the molar mass, the calculation gives 109.1 Da. The calculation puts the relative energy (zero: lowest compared OMol25 entry of this formula, charge and spin) at 79.5 kcal/mol. Its total charge is -1. As for the HOMO energy (alpha / beta): -3.96 / -2.22 eV.


# 8
Molecular formula: C6H9O6PSr
Method: DFT, ωB97M-V/def2-TZVPD

The geometry in XYZ format:
```
23
Properties=species:S:1:pos:R:3:forces:R:3:mulliken_charge:R:1
O -0.321 3.477 -3.645 -0.13 -3.51 1.34 0.10
C -0.355 2.419 -3.211 0.14 3.86 -1.50 -0.14
Sr -0.312 0.085 -1.694 -0.59 0.40 0.11 1.97
C 1.587 -1.157 -3.048 4.64 -2.74 -2.30 -0.27
C -2.463 -1.252 -3.176 -3.12 -1.93 -1.53 -0.11
O 2.501 -1.699 -3.500 -3.96 2.32 1.88 0.13
O -3.352 -1.805 -3.642 3.07 1.91 1.54 0.08
C 2.392 -2.153 1.258 -0.34 -0.24 -0.07 -0.58
O 1.909 -0.802 1.617 -1.98 0.46 -0.84 -0.37
P 0.425 -0.386 1.056 1.28 1.42 2.19 0.84
O -0.451 0.034 2.364 0.09 -0.89 -1.39 -0.35
C -1.887 -0.252 2.183 -0.07 -0.16 -0.05 -0.65
O 0.605 1.227 0.383 -0.15 -1.52 -0.03 -0.50
C -0.148 2.435 0.725 0.22 0.29 -0.08 -0.67
H 3.349 -2.287 1.758 -0.15 0.21 0.05 0.24
H 2.553 -2.223 0.172 -0.10 0.05 0.35 0.23
H 1.690 -2.943 1.600 0.40 0.62 -0.18 0.35
H -2.001 -1.125 1.510 -0.10 0.37 0.41 0.32
H -2.289 -0.507 3.169 0.15 0.15 -0.30 0.27
H -2.436 0.617 1.760 0.51 -0.36 0.36 0.26
H -1.074 2.472 0.128 0.14 0.02 0.08 0.32
H -0.420 2.546 1.775 0.22 -0.50 -0.03 0.30
H 0.496 3.279 0.457 -0.16 -0.23 -0.01 0.25
```
Forces are in eV/Å.

For the molar mass, the calculation gives 295.7 Da. Its total charge is +2. As for the HOMO energy: -17.22 eV.


These records have maximum force values of 3.01; 0.88; 3.52; 6.45; 1.67; 3.05; 3.28; 5.86 eV/Å, in the order they appear.